Formula: C24H25F3FeNO3
Source: OMol25
Level of theory: wB97M-V/def2-TZVPD

Cartesian coordinates (Å):
C -0.518 3.211 1.316
C -1.204 2.613 0.234
C -1.491 1.273 0.576
H -1.448 3.095 -0.696
C -1.011 1.055 1.884
C -0.418 2.245 2.339
H -1.035 0.122 2.416
C 2.644 2.419 -0.735
C 1.470 2.901 -1.337
C 0.780 1.799 -1.887
H 1.138 3.926 -1.351
C 1.508 0.619 -1.624
C 2.668 1.020 -0.911
H -2.005 0.552 -0.037
H 0.099 2.368 3.274
H -0.154 4.223 1.358
H 3.428 0.367 -0.524
H -0.166 1.848 -2.396
H 3.376 3.002 -0.201
Fe 0.842 1.498 0.463
C 1.179 -0.789 -2.073
C 2.460 -1.418 -2.631
C 0.100 -0.771 -3.151
H 2.847 -0.816 -3.452
H 2.263 -2.422 -2.993
H 3.235 -1.473 -1.868
H 0.436 -0.222 -4.029
H -0.812 -0.301 -2.785
H -0.135 -1.784 -3.458
C 0.681 -1.549 -0.837
C 0.397 -3.029 -0.971
H -0.234 -1.067 -0.482
H 1.392 -1.421 -0.022
O 0.818 -3.751 -1.869
N -0.382 -3.549 0.023
C -1.102 -2.822 1.044
H -0.615 -4.519 -0.118
C -2.443 -2.259 0.629
C -3.233 -1.633 1.591
H -2.868 -1.549 2.608
C -4.470 -1.107 1.259
H -5.070 -0.624 2.019
C -4.934 -1.188 -0.048
H -5.897 -0.771 -0.310
C -4.150 -1.799 -1.014
H -4.501 -1.865 -2.035
C -2.913 -2.334 -0.676
H -2.313 -2.818 -1.434
H -0.483 -2.010 1.421
H -1.246 -3.497 1.887
F 4.276 3.251 4.007
C 3.783 2.046 3.536
F 4.829 1.299 3.027
F 3.196 1.359 4.582
C 2.771 2.281 2.464
O 2.464 3.508 2.110
O 2.172 1.257 1.887

Computed properties:
HOMO level (alpha / beta) = -8.2972 / -9.0467 eV
Gap between HOMO and LUMO (alpha / beta) = 8.83 / 7.97 eV
Total energy = -2773.310482 Eh
Multiplicity = 6
<S²> = 8.766

=====

Formula: C38H53ClNO35
Source: OMol25
Level of theory: wB97M-V/def2-TZVPD

Cartesian coordinates (Å):
C -2.515 -3.942 2.652
C -3.178 -3.255 1.443
C -4.358 -2.406 1.902
Cl -4.417 -0.875 0.882
C -5.746 -3.086 1.820
N -6.454 -2.677 3.066
C -5.695 -4.643 1.735
O -6.026 -5.270 2.759
O -5.364 -5.133 0.631
H -3.228 -4.152 3.450
H -1.964 -4.831 2.354
H -1.784 -3.237 3.067
H -2.436 -2.581 1.031
H -3.439 -3.952 0.652
H -4.206 -2.085 2.931
H -6.291 -2.658 0.977
H -6.481 -1.659 3.064
H -7.405 -3.024 3.035
C -2.861 4.229 0.152
C -2.949 3.067 -0.813
O -2.242 2.035 -0.108
C -2.279 2.314 1.203
O -1.935 1.574 2.069
O -2.770 3.565 1.421
H -3.732 4.877 0.123
H -1.960 4.829 0.004
H -3.978 2.743 -0.973
H -2.489 3.262 -1.778
C 1.185 -5.888 0.327
C 2.300 -4.905 0.058
O 1.587 -3.744 -0.382
C 0.322 -3.812 0.116
O -0.473 -2.935 0.066
O 0.096 -5.031 0.666
H 1.402 -6.575 1.142
H 0.915 -6.466 -0.560
H 2.865 -4.655 0.959
H 2.984 -5.252 -0.710
C 1.633 -6.907 -5.030
C 1.158 -8.123 -4.260
O 2.128 -8.213 -3.211
C 2.665 -6.987 -3.028
O 3.367 -6.687 -2.115
O 2.289 -6.143 -4.013
H 0.824 -6.333 -5.473
H 2.361 -7.159 -5.803
H 0.172 -7.978 -3.815
H 1.152 -9.033 -4.853
C -5.557 2.497 -3.949
C -6.875 2.674 -4.671
O -7.705 3.262 -3.668
C -6.899 3.868 -2.763
O -7.284 4.586 -1.897
O -5.601 3.552 -2.976
H -4.700 2.607 -4.599
H -5.490 1.542 -3.424
H -6.797 3.368 -5.512
H -7.304 1.738 -5.020
C -4.304 2.189 4.181
C -3.094 2.805 4.838
O -3.592 3.105 6.156
C -4.639 2.284 6.403
O -5.161 2.178 7.472
O -5.010 1.620 5.296
H -4.050 1.424 3.452
H -4.946 2.934 3.708
H -2.264 2.104 4.920
H -2.753 3.705 4.337
C -2.110 3.919 -6.879
C -0.886 4.535 -6.235
O -1.364 4.868 -4.927
C -2.422 4.083 -4.648
O -2.942 4.005 -3.578
O -2.812 3.390 -5.743
H -1.867 3.126 -7.582
H -2.744 4.652 -7.368
H -0.077 3.806 -6.137
H -0.517 5.415 -6.741
C -5.072 5.260 8.777
C -6.523 5.570 9.072
O -6.432 6.805 9.794
C -5.266 7.406 9.455
O -4.972 8.520 9.754
O -4.487 6.571 8.734
H -4.927 4.740 7.836
H -4.596 4.688 9.573
H -7.108 5.735 8.165
H -7.010 4.809 9.675
C 6.587 -2.396 0.522
C 5.403 -1.614 1.049
O 4.664 -2.612 1.767
C 5.521 -3.594 2.115
O 5.267 -4.490 2.857
O 6.721 -3.430 1.508
H 7.497 -1.806 0.460
H 6.387 -2.859 -0.446
H 5.699 -0.830 1.747
H 4.789 -1.181 0.264
C 9.417 -6.239 3.449
C 9.286 -4.769 3.115
O 10.658 -4.348 3.063
C 11.422 -5.434 2.797
O 12.577 -5.381 2.514
O 10.695 -6.566 2.883
H 8.634 -6.850 3.009
H 9.452 -6.423 4.524
H 8.831 -4.593 2.141
H 8.740 -4.206 3.865
C -0.733 8.960 -9.607
C -1.955 9.708 -9.115
O -2.699 8.674 -8.460
C -1.839 7.701 -8.098
O -2.111 6.785 -7.389
O -0.620 7.903 -8.647
H 0.170 9.564 -9.616
H -0.881 8.521 -10.595
H -1.708 10.478 -8.383
H -2.542 10.151 -9.915
C 11.095 -2.460 0.637
C 12.190 -1.461 0.336
O 11.445 -0.327 -0.130
C 10.192 -0.408 0.373
O 9.375 0.453 0.307
O 9.987 -1.612 0.959
H 11.330 -3.120 1.463
H 10.831 -3.060 -0.237
H 12.748 -1.174 1.228
H 12.886 -1.801 -0.426

Computed properties:
HOMO level = -3.9796 eV
Gap between HOMO and LUMO = 4.93 eV
Net charge = -1
Total energy = -4628.325311 Eh

=====

Formula: C24H19F5N3O7S2Ti
Source: OMol25
Level of theory: wB97M-V/def2-TZVPD

Cartesian coordinates (Å):
Ti -1.066 0.073 0.672
O -5.357 -1.919 -1.502
C -4.459 -1.116 -0.888
O -4.136 -0.041 -1.329
C -3.891 -1.812 0.337
C -4.467 -2.983 0.770
C -4.143 -3.469 2.047
C -3.356 -2.672 2.882
C -2.794 -1.531 2.299
N -2.802 -1.268 0.964
C -1.909 -0.623 3.148
O -2.292 -0.442 4.313
O -0.836 -0.130 2.623
H -5.700 -1.489 -2.299
H -5.175 -3.520 0.155
H -4.593 -4.416 2.351
H -3.171 -2.990 3.892
F -1.440 -2.430 -1.305
C -1.034 -1.341 -1.972
C -1.034 -0.091 -1.294
C -0.554 0.987 -2.112
F -0.709 2.335 -1.776
C 0.177 0.750 -3.198
F 0.708 1.789 -3.858
C 0.226 -0.509 -3.813
F 1.123 -0.655 -4.784
C -0.464 -1.575 -3.235
F -0.512 -2.760 -3.959
C 5.697 -0.927 -3.708
C 4.675 -0.969 -2.515
C 4.717 0.023 -1.530
C 3.835 0.014 -0.497
C 2.816 -0.967 -0.488
C 2.808 -1.988 -1.355
C 3.756 -2.003 -2.433
S 1.590 -0.830 0.826
O 2.252 -0.934 2.094
O 1.008 0.606 0.622
O 0.499 -1.737 0.502
H 5.957 0.116 -3.905
H 5.203 -1.209 -4.616
H 6.606 -1.457 -3.515
H 5.417 0.827 -1.722
H 3.789 0.808 0.229
H 2.017 -2.691 -1.342
H 3.681 -2.797 -3.177
C -1.445 2.655 3.916
N -0.548 2.980 2.837
C 0.757 3.613 3.073
C 1.161 4.149 1.730
N 0.151 3.575 0.824
C -0.768 2.864 1.520
S -2.229 2.071 0.742
H -1.543 1.553 4.019
H -2.457 3.009 3.655
H -1.092 3.207 4.826
H 1.515 2.984 3.523
H 0.583 4.410 3.758
H 2.190 3.932 1.370
H 1.011 5.229 1.781
H 0.050 3.732 -0.177

Computed properties:
HOMO level = -11.7954 eV
Gap between HOMO and LUMO = 6.84 eV
Net charge = +1
Total energy = -3761.903925 Eh

=====

Formula: C2H3O2Zn
Source: OMol25
Level of theory: wB97M-V/def2-TZVPD

Cartesian coordinates (Å):
O 1.906 -0.227 0.707
C -0.390 0.727 0.096
O -1.549 0.400 0.385
C -2.176 -0.854 -0.075
H -2.935 -0.572 -0.808
H -1.402 -1.496 -0.506
H -2.624 -1.295 0.818
Zn 1.395 0.358 -0.869

Computed properties:
HOMO level (alpha / beta) = -8.4233 / -7.3486 eV
Gap between HOMO and LUMO (alpha / beta) = 7.57 / 6.69 eV
Total energy = -2007.542514 Eh
Multiplicity = 2
<S²> = 1.291

=====

Formula: C5H10N
Source: OMol25
Level of theory: wB97M-V/def2-TZVPD

Cartesian coordinates (Å):
C -1.027 1.157 2.576
C -0.489 1.063 1.108
C -0.124 0.160 0.212
C 0.380 -0.399 -0.897
C 1.789 -0.784 -0.877
N -0.635 -0.918 -1.862
H -0.375 1.759 3.094
H -1.931 1.711 2.429
H -0.937 0.244 3.195
H -0.340 2.175 0.866
H 1.819 -1.880 -0.734
H 2.145 -0.219 0.066
H 2.469 -0.636 -1.725
H -0.297 -0.997 -2.828
H -1.461 -0.254 -1.909
H -1.184 -1.713 -1.486

Computed properties:
HOMO level = -13.8344 eV
Gap between HOMO and LUMO = 9.92 eV
Net charge = +1
SMILES = CC=C=C(C)[NH3+]
Total energy = -250.910428 Eh

=====

Formula: C11H19NOSi
Source: OMol25
Level of theory: wB97M-V/def2-TZVPD

Cartesian coordinates (Å):
C 2.151 4.885 1.985
O 1.593 3.915 2.870
C 0.911 2.838 2.232
C 0.300 3.002 0.979
C -0.333 1.939 0.366
C -0.476 0.697 0.979
C -1.098 -0.398 0.229
N -0.437 -0.698 -1.039
Si -0.615 -2.388 -1.670
C -0.421 -3.730 -0.349
C 0.741 -2.566 -2.928
C -2.253 -2.548 -2.523
C 0.109 0.525 2.252
C 0.789 1.567 2.838
H 2.643 4.332 1.190
H 1.332 5.468 1.591
H 2.819 5.534 2.541
H 0.322 3.966 0.518
H -0.697 2.008 -0.645
H -2.197 -0.139 0.097
H -1.069 -1.300 0.843
H 0.560 -0.491 -0.999
H 0.462 -3.504 0.268
H -1.351 -3.643 0.214
H -0.325 -4.708 -0.798
H 0.398 -3.128 -3.796
H 1.557 -3.149 -2.536
H 0.998 -1.548 -3.245
H -2.272 -3.403 -3.216
H -3.040 -2.766 -1.771
H -2.424 -1.610 -3.031
H 0.021 -0.419 2.753
H 1.305 1.460 3.799

Computed properties:
HOMO level = -8.4529 eV
Gap between HOMO and LUMO = 9.29 eV
SMILES = COc1ccc(CN[Si](C)(C)C)cc1
Total energy = -850.050701 Eh

=====

Formula: C30H48O6
Source: OMol25
Level of theory: wB97M-V/def2-TZVPD

Cartesian coordinates (Å):
C 7.152 14.776 19.929
C 6.443 15.039 21.122
C 6.589 14.126 22.180
C 7.502 13.055 22.037
C 8.148 12.811 20.851
C 8.010 13.712 19.789
H 7.157 15.487 19.036
H 5.952 15.979 21.251
H 6.159 14.251 23.134
H 7.641 12.449 22.942
H 8.746 11.897 20.721
H 8.563 13.658 18.873
C 14.079 6.251 13.022
C 14.746 7.221 13.745
C 14.169 8.460 13.856
C 12.870 8.639 13.322
C 12.168 7.687 12.636
C 12.801 6.425 12.463
H 14.624 5.302 12.924
H 15.809 7.035 13.975
H 14.744 9.309 14.272
H 12.458 9.619 13.508
H 11.213 7.928 12.165
H 12.348 5.594 11.960
C 9.557 12.873 15.433
C 10.311 13.610 16.369
C 10.992 12.930 17.368
C 10.904 11.562 17.496
C 10.112 10.854 16.594
C 9.484 11.524 15.579
H 9.134 13.361 14.561
H 10.552 14.647 16.312
H 11.668 13.512 17.995
H 11.467 11.090 18.282
H 10.054 9.768 16.587
H 8.890 10.974 14.855
C 11.624 11.814 10.976
C 10.417 11.658 11.512
C 9.265 12.242 10.905
C 9.461 13.068 9.794
C 10.776 13.324 9.356
C 11.878 12.706 9.907
H 12.531 11.537 11.483
H 10.295 11.028 12.350
H 8.315 12.140 11.401
H 8.633 13.596 9.354
H 10.941 13.985 8.469
H 12.913 12.905 9.575
C 12.141 14.728 13.019
O 11.186 15.122 12.004
H 13.072 14.187 12.712
H 12.454 15.633 13.509
H 11.647 14.101 13.754
H 10.655 14.341 11.799
C 10.338 15.648 21.804
O 11.567 15.376 21.224
H 10.435 16.383 22.573
H 9.621 15.949 20.998
H 9.929 14.692 22.198
H 12.248 16.049 21.387
C 11.046 9.441 23.215
O 10.227 10.431 22.640
H 10.654 9.150 24.221
H 11.100 8.611 22.548
H 12.045 9.892 23.328
H 10.702 11.226 22.427
C 12.823 12.075 21.025
O 12.016 12.580 22.061
H 13.862 12.473 21.078
H 12.900 11.000 21.046
H 12.449 12.324 20.016
H 11.946 13.535 21.929
C 5.873 15.113 12.138
O 7.015 14.276 12.417
H 6.221 16.057 11.768
H 5.218 14.728 11.415
H 5.291 15.359 13.048
H 7.640 14.889 12.876
C 9.739 17.135 14.239
O 9.071 16.346 13.256
H 10.446 17.787 13.742
H 9.077 17.712 14.874
H 10.314 16.617 14.991
H 9.783 16.011 12.620

Computed properties:
HOMO level = -9.1065 eV
Gap between HOMO and LUMO = 9.49 eV
SMILES = c1ccccc1.c1ccccc1.c1ccccc1.c1ccccc1.CO.CO.CO.CO.CO.CO
Total energy = -1623.211132 Eh

=====

Formula: CH3N2O2
Source: OMol25
Level of theory: wB97M-V/def2-TZVPD

Cartesian coordinates (Å):
O 1.354 -1.342 0.073
N 0.150 -1.188 -0.096
C -0.507 0.014 -0.008
N 0.171 1.207 0.066
O 1.330 1.392 -0.115
H -0.342 -2.109 -0.240
H -1.546 0.185 -0.060
H -0.610 1.841 0.381

Computed properties:
HOMO level (alpha / beta) = -16.5549 / -16.4712 eV
Gap between HOMO and LUMO (alpha / beta) = 8.68 / 8.68 eV
Net charge = +1
SMILES = O=[NH+]/C=[NH+]\[O-]
Total energy = -299.414432 Eh

=====

Among the records above, which one has the lowest total energy? C38H53ClNO35